Run i
18
Properties=species:S:1:pos:R:3 method="wB97M-V/def2-TZVPD" lumo_ha=0.1366 charge=-1
C -2.2637 1.3625 -0.0888
C -2.5171 -0.1127 0.1277
H -3.1333 2.0255 -0.0089
H -1.5665 1.8044 0.6148
H -1.8354 1.6229 -1.0536
H -3.0185 -0.5557 -0.7372
H -3.1795 -0.2969 0.9595
H -1.5600 -0.6043 0.2852
C 1.6858 -0.6908 -0.5847
C 1.7054 -1.2968 0.8254
C 2.3769 0.6930 -0.5692
O 3.6281 0.6724 -0.6661
O 1.6223 1.6854 -0.4150
H 2.2343 -1.3673 -1.2522
H 0.6697 -0.6174 -0.9819
H 0.9374 -0.8194 1.4440
H 2.6675 -1.1258 1.3104
H 1.5468 -2.3792 0.7904

=====

Run ii
18
Properties=species:S:1:pos:R:3 method="wB97M-V/def2-TZVPD" lumo_ha=0.1498 charge=-1
C 1.1254 -0.7028 1.4200
C 2.1210 -0.4626 0.2887
C -0.1542 -1.5139 0.8241
O -1.3128 -1.2231 1.1711
O 0.2292 -2.4968 0.1573
H 1.5153 -1.3571 2.2019
H 0.6855 0.2381 1.7707
H 1.5731 -0.6228 -0.6473
H 2.8760 -1.2351 0.2350
H 2.6054 0.5082 0.1525
C -0.8030 1.5955 -0.9586
C -2.0567 0.7098 -0.9888
H -0.7932 2.6826 -0.9115
H -0.1938 1.2056 -0.1462
H -0.2927 1.3555 -1.9029
H -2.3260 0.4722 0.0502
H -3.0168 1.1025 -1.3218
H -1.7817 -0.2559 -1.3940

=====

Which structure is the least stable? The one labeled run ii.

=====

Run i
16
Properties=species:S:1:pos:R:3 method="wB97M-V/def2-TZVPD" lumo_ha=0.0187
C 1.5987 -0.1925 0.5937
C -0.6517 -0.1525 1.4300
C -0.2964 0.7941 -0.5485
N 0.3906 0.5785 0.6792
O 0.4692 1.2547 -1.5385
O -0.6011 -0.7224 -2.5863
S -1.5992 -0.4767 -1.5365
H 1.6888 -0.3563 -0.4019
H 2.3847 0.5451 0.8564
H 1.6593 -0.9615 1.4521
H -0.7172 0.1216 2.4615
H -1.6182 0.0311 0.9568
H -0.6519 -1.2851 1.3734
H -1.2663 -1.4519 -0.5503
H -1.0611 1.6652 -0.3399
H 0.2719 0.6087 -2.3013

=====

Run ii
16
Properties=species:S:1:pos:R:3 method="wB97M-V/def2-TZVPD" lumo_ha=0.0156 smiles="N[C@@H](C=O)CS.O"
N 0.4538 1.7953 0.1160
C 0.9727 0.4981 -0.2841
C 1.9424 -0.0451 0.8264
O 2.7992 -0.8514 0.6325
C 0.0169 -0.6490 -0.4745
S -1.4230 -0.2983 -1.6081
H 0.8757 2.4783 -0.4593
H -0.4768 1.9579 0.4164
H 1.6264 0.7199 -1.1302
H 1.5932 0.2230 1.8424
H -0.3123 -0.8814 0.5419
H 0.4200 -1.5352 -0.9472
H -2.2777 -0.9673 -0.8261
O -2.0898 -0.1417 1.9920
H -2.0078 0.7491 1.6276
H -2.6200 -0.0107 2.7866

=====

Which structure is the least stable? The one labeled run i.

=====

Run i
13
Properties=species:S:1:pos:R:3 method="wB97M-V/def2-TZVPD" lumo_ha=-0.1726 charge=+1
C -0.3594 0.2079 -0.0459
C -0.6816 -1.1011 -0.0782
N -1.1427 1.2066 -0.1018
N -1.8753 2.0188 -0.3390
N -1.9319 -1.4917 0.1265
N 2.3428 0.8930 -0.0055
H 0.8264 0.6259 0.0308
H 2.2528 1.8332 0.3960
H 0.0480 -1.9113 -0.1407
H -2.2636 -2.4166 0.0870
H 2.9734 0.3507 0.6227
H -2.6323 -0.8631 0.4731
H 2.4434 0.6477 -1.0250

=====

Run ii
13
Properties=species:S:1:pos:R:3 method="wB97M-V/def2-TZVPD" lumo_ha=-0.1330 charge=+1 smiles="NC1=NC[NH2+]N1"
N 1.1945 1.7382 0.7874
C 0.3627 0.9061 0.2367
N -0.8275 0.7572 0.4051
C -1.4795 -0.3801 -0.0442
N -0.1957 -1.2188 -0.7631
N 1.0509 -0.5407 -0.3689
H 0.7742 2.3554 1.4871
H 2.1259 1.9334 0.4062
H -1.7204 -0.8810 0.8762
H -2.1404 -0.3264 -0.9929
H -0.0774 -2.2778 -0.7179
H -0.3683 -1.0402 -1.7888
H 1.3010 -1.0254 0.4771

=====

Run iii
13
Properties=species:S:1:pos:R:3 method="wB97M-V/def2-TZVPD" lumo_ha=-0.1270 charge=+1
C -2.2869 -0.2505 -0.0981
C 1.5562 1.2517 -0.1926
N -3.0375 0.5259 0.4387
N -1.2621 -0.8039 -0.5029
N 1.0992 0.1082 0.0379
N 1.8141 -0.9249 0.2795
H 0.8286 2.0558 -0.5468
H 2.5292 1.4019 0.0809
H -3.9309 0.9470 0.3026
H -1.2902 -1.5635 -1.1389
H 0.0275 -0.3506 -0.1259
H 2.7405 -0.8221 0.6848
H 1.2122 -1.5749 0.7810

=====

Run iv
13
Properties=species:S:1:pos:R:3 method="wB97M-V/def2-TZVPD" lumo_ha=-0.1737 charge=+1
C 3.7646 -0.3553 -0.3326
C -3.1320 0.0048 -0.5947
N 2.6011 -0.0637 0.0221
N 1.4307 -0.0807 0.3074
N 0.5909 0.8763 0.5028
N -2.0116 -0.2358 0.0656
H 3.9479 -0.6458 -1.2903
H 4.6127 -0.2962 0.4242
H -3.8473 -0.5865 -1.0445
H -3.3419 1.0732 -0.4640
H 0.6164 1.7111 -0.0676
H -0.3737 0.5177 0.3606
H -1.7319 -1.2550 -0.0924

=====

Which structure is the least stable? The one labeled run iv.

=====

Run i
10
Properties=species:S:1:pos:R:3 method="wB97M-V/def2-TZVPD" lumo_ha=-0.2209 charge=+1
C -0.5646 -0.1801 -0.2591
C 1.7407 -0.7752 -0.0096
N 0.1962 0.8171 0.0404
N -1.8245 0.0372 -0.0992
O 1.5733 0.4308 -0.1826
H 0.7784 -1.3134 -0.0031
H 2.7630 -1.1371 0.0901
H 0.0465 1.7776 0.4434
H -2.5581 -0.5223 -0.4036
H -2.1508 0.8654 0.3833

=====

Run ii
10
Properties=species:S:1:pos:R:3 method="wB97M-V/def2-TZVPD" lumo_ha=-0.1891 charge=+1
C -0.1627 0.9423 0.8707
N -0.9297 0.3456 -0.1022
C -0.1313 -0.3993 -1.0165
N 0.9085 -0.8026 -0.3867
O 1.2220 -0.4449 0.8172
H 0.6054 1.8293 0.6592
H -0.7885 0.9606 1.7696
H -1.7701 -0.1443 0.0794
H -0.5674 -0.7762 -1.8662
H 1.6138 -1.5105 -0.8244

=====

Run iii
10
Properties=species:S:1:pos:R:3 method="wB97M-V/def2-TZVPD" lumo_ha=-0.2320 charge=+1
C -1.7300 0.2372 -1.1935
C -0.5269 0.0883 0.9393
N -1.2072 0.0422 -0.0801
N 0.1372 0.2704 1.9032
O 1.7466 -0.2494 -0.2979
H -1.7994 -0.6115 -1.8341
H -2.3146 1.1168 -1.4462
H 0.8660 -0.0883 2.5144
H 2.5774 0.3195 -0.5739
H 2.2509 -1.1251 0.0688

=====

Run iv
10
Properties=species:S:1:pos:R:3 method="wB97M-V/def2-TZVPD" lumo_ha=-0.1571 charge=+1 smiles="[NH2+]=C1CON1"
N -1.3021 -0.3117 -0.0482
C 0.0331 -0.2697 0.0521
C 1.0522 0.8625 0.0108
O 1.9829 -0.1674 -0.0929
N 1.0802 -1.1570 0.0703
H -1.8813 0.4743 0.1010
H -1.9430 -1.0445 -0.0947
H 1.0812 1.5576 -0.8129
H 1.0876 1.2329 1.0108
H 1.2834 -2.1336 0.2351

=====

Which structure is the least stable? The one labeled run i.